DFT (ωB97M-V/def2-TZVPD) results for C43H63BaCl2N3O3S2Se as an isolated structure at a distorted geometry.

Calculated values
HOMO energy = -0.089 Eh
largest force on an atom = 0.0858 Eh/bohr
gap between HOMO and LUMO = 6.03 eV
total energy = -6210.153391 Eh
total charge = -2

Each line ends with the Löwdin charge.
Cartesian coordinates (Å):
Ba: 1.32 -0.97 -0.72  1.877
C: -2.05 -1.20 -1.86  -0.094
N: -1.34 -0.13 -1.15  -0.358
C: -1.43 1.12 -1.93  -0.089
C: -1.89 0.03 0.20  -0.184
C: -1.07 0.90 1.17  -0.139
N: 0.32 0.45 1.40  -0.246
C: 1.32 1.56 1.61  -0.155
C: 1.05 2.86 0.92  -0.172
C: 0.58 3.93 1.67  -0.018
C: 0.28 5.16 1.09  -0.192
C: 0.49 5.24 -0.28  -0.012
C: 0.98 4.21 -1.09  -0.079
C: 1.30 2.95 -0.49  -0.353
O: 1.75 1.90 -1.09  -0.230
C: 1.13 4.58 -2.59  -0.536
C: 1.61 3.44 -3.48  -0.080
C: 2.15 5.72 -2.73  -0.060
C: -0.22 5.05 -3.15  -0.053
C: -0.27 6.31 1.94  -0.568
C: -0.44 7.59 1.12  -0.079
C: -1.63 5.92 2.52  -0.058
C: 0.69 6.61 3.10  -0.064
C: 0.46 -0.46 2.56  -0.153
C: -0.50 -1.63 2.65  -0.147
C: -1.36 -1.71 3.73  -0.011
C: -2.24 -2.79 3.89  -0.185
C: -2.17 -3.78 2.92  0.002
C: -1.32 -3.75 1.80  -0.080
C: -0.49 -2.63 1.64  -0.316
O: 0.29 -2.38 0.60  -0.540
C: -1.37 -4.96 0.84  -0.529
C: -1.05 -6.24 1.64  -0.058
C: -2.78 -5.09 0.26  -0.052
C: -0.39 -4.89 -0.33  -0.080
C: -3.21 -2.82 5.07  -0.568
C: -2.43 -2.79 6.39  -0.061
C: -4.08 -4.08 5.06  -0.079
C: -4.13 -1.60 5.01  -0.059
H: -3.13 -1.00 -1.90  0.093
H: -1.89 -2.16 -1.35  0.066
H: -1.70 -1.28 -2.89  0.040
H: -2.48 1.41 -2.07  0.094
H: -0.99 0.98 -2.92  0.050
H: -0.90 1.93 -1.42  0.067
H: -2.03 -0.96 0.63  0.105
H: -2.89 0.49 0.14  0.123
H: -1.63 0.94 2.12  0.124
H: -1.04 1.92 0.79  0.105
H: 2.31 1.18 1.31  0.117
H: 1.36 1.78 2.69  0.106
H: 0.43 3.77 2.73  0.110
H: 0.26 6.18 -0.77  0.080
H: 2.61 3.12 -3.19  0.057
H: 1.63 3.80 -4.52  0.085
H: 0.96 2.57 -3.43  0.066
H: 3.13 5.42 -2.36  0.086
H: 1.84 6.61 -2.17  0.069
H: 2.25 6.01 -3.79  0.077
H: -0.98 4.27 -3.03  0.087
H: -0.13 5.27 -4.21  0.080
H: -0.59 5.95 -2.65  0.069
H: -1.16 7.46 0.31  0.082
H: 0.50 7.92 0.69  0.085
H: -0.82 8.39 1.78  0.077
H: -2.36 5.76 1.72  0.087
H: -2.02 6.70 3.19  0.076
H: -1.56 4.99 3.10  0.076
H: 1.69 6.86 2.72  0.087
H: 0.80 5.75 3.76  0.073
H: 0.32 7.45 3.70  0.074
H: 0.34 0.13 3.47  0.111
H: 1.48 -0.86 2.55  0.130
H: -1.35 -0.91 4.46  0.106
H: -2.83 -4.64 3.02  0.085
H: -1.77 -6.42 2.44  0.067
H: -0.05 -6.17 2.09  0.092
H: -1.06 -7.10 0.97  0.078
H: -3.54 -5.23 1.03  0.070
H: -2.83 -5.95 -0.42  0.082
H: -3.05 -4.20 -0.31  0.081
H: 0.65 -4.75 -0.04  0.059
H: -0.62 -4.08 -1.02  0.038
H: -0.48 -5.83 -0.89  0.086
H: -1.74 -3.64 6.46  0.087
H: -3.11 -2.82 7.25  0.075
H: -1.82 -1.88 6.48  0.073
H: -3.48 -4.99 5.13  0.084
H: -4.68 -4.14 4.16  0.085
H: -4.76 -4.06 5.92  0.077
H: -3.57 -0.67 5.05  0.074
H: -4.84 -1.60 5.85  0.076
H: -4.71 -1.60 4.08  0.088
Cl: 1.33 -3.28 -2.98  0.657
C: 2.91 -4.08 -3.06  -0.611
C: 3.17 -4.59 -4.32  -0.156
C: 4.36 -5.27 -4.55  -0.128
C: 5.24 -5.40 -3.49  -0.166
C: 4.95 -4.87 -2.25  -0.666
Cl: 6.19 -5.12 -1.02  0.568
C: 3.76 -4.15 -1.93  -0.773
S: 3.40 -3.48 -0.38  0.445
H: 2.43 -4.46 -5.10  0.096
H: 4.58 -5.68 -5.53  0.088
H: 6.18 -5.92 -3.62  0.084
Se: -0.94 -0.52 -5.75  0.291
C: -2.50 -1.39 -6.31  -0.972
N: -3.47 -1.93 -6.66  -0.059
C: 4.65 0.79 -3.44  -0.249
S: 2.96 0.33 -3.24  0.839
C: 2.79 -0.51 -4.80  -0.256
O: 3.00 -0.81 -2.21  -0.936
H: 5.21 -0.13 -3.62  0.066
H: 4.96 1.25 -2.50  0.063
H: 4.74 1.50 -4.25  0.059
H: 3.04 0.20 -5.60  0.064
H: 1.76 -0.84 -4.92  -0.030
H: 3.46 -1.37 -4.80  0.064



DFT (ωB97M-V/def2-TZVPD) results for C43H64BrNOP3SiTi as an isolated structure at a distorted geometry.

Calculated values
HOMO energy (alpha / beta) = -0.484 / -0.474 Eh
largest force on an atom = 0.0282 Eh/bohr
multiplicity = 2
gap between HOMO and LUMO (alpha / beta) = 7.73 / 7.27 eV
total energy = -6543.518388 Eh
total charge = +2

Each line ends with the Löwdin spin population.
Cartesian coordinates (Å):
Ti: -0.08 0.18 -0.18  1.010
C: -3.61 -1.45 2.00  0.000
C: -3.41 -1.52 0.50  0.002
C: -4.53 -2.37 -0.10  0.000
P: -1.64 -2.01 0.10  -0.001
C: -1.93 -3.27 -1.25  -0.001
C: -0.97 -4.44 -1.44  0.000
C: -2.18 -2.55 -2.58  0.000
C: -1.11 -2.90 1.59  0.000
C: -1.68 -4.13 1.91  0.000
C: -1.44 -4.73 3.14  0.000
C: -0.64 -4.08 4.08  0.000
C: -0.06 -2.86 3.76  -0.001
C: -0.25 -2.26 2.51  -0.006
Si: 0.66 -0.67 2.08  -0.036
C: 2.52 -0.93 2.11  -0.007
C: 3.11 -1.91 2.92  -0.002
C: 4.49 -1.99 3.05  0.000
C: 5.30 -1.09 2.37  -0.001
C: 4.73 -0.13 1.55  0.000
C: 3.34 -0.05 1.39  -0.001
P: 2.63 1.18 0.22  -0.009
C: 3.25 2.78 0.99  -0.001
C: 2.57 3.13 2.31  0.000
C: 3.32 4.02 0.09  0.000
C: 3.76 1.14 -1.26  -0.003
C: 3.19 1.90 -2.47  0.000
C: 4.27 -0.23 -1.71  0.000
C: 0.46 0.68 3.38  -0.004
C: 1.19 0.60 4.57  -0.001
C: 1.17 1.63 5.50  0.000
C: 0.42 2.78 5.24  0.000
C: -0.32 2.87 4.07  0.000
C: -0.30 1.83 3.13  0.003
P: -1.46 1.78 1.74  -0.002
C: -3.04 1.97 2.69  -0.002
C: -3.13 1.08 3.96  0.000
C: -4.26 1.96 1.76  0.000
C: -1.46 3.34 0.75  0.001
C: -1.39 4.67 1.49  0.000
C: -0.39 3.29 -0.33  0.005
H: -4.56 -0.97 2.23  0.000
H: -2.82 -0.90 2.49  0.000
H: -3.63 -2.45 2.45  0.000
H: -3.49 -0.51 0.09  0.000
H: -4.53 -3.39 0.30  0.000
H: -4.54 -2.43 -1.19  0.000
H: -5.49 -1.93 0.20  0.000
H: -2.88 -3.70 -0.94  0.000
H: -0.14 -4.20 -2.09  0.000
H: -1.52 -5.26 -1.92  0.000
H: -0.57 -4.83 -0.50  0.000
H: -1.28 -2.04 -2.93  0.000
H: -3.01 -1.83 -2.53  0.000
H: -2.45 -3.27 -3.36  0.000
H: -2.34 -4.63 1.21  0.000
H: -1.88 -5.69 3.38  0.000
H: -0.47 -4.53 5.05  0.000
H: 0.55 -2.37 4.51  0.000
H: 2.49 -2.62 3.46  0.000
H: 4.94 -2.76 3.68  0.000
H: 6.38 -1.14 2.47  0.000
H: 5.39 0.54 1.01  0.000
H: 4.28 2.48 1.21  0.000
H: 1.55 3.49 2.15  0.000
H: 3.13 3.94 2.79  0.000
H: 2.53 2.30 3.01  0.000
H: 2.34 4.31 -0.31  0.000
H: 4.00 3.90 -0.75  0.000
H: 3.68 4.85 0.69  0.000
H: 4.62 1.70 -0.88  0.000
H: 2.68 1.21 -3.14  0.000
H: 3.99 2.37 -3.04  0.000
H: 2.48 2.69 -2.21  0.000
H: 4.60 -0.87 -0.89  0.000
H: 5.12 -0.09 -2.38  0.000
H: 3.50 -0.76 -2.28  0.000
H: 1.81 -0.27 4.78  0.000
H: 1.74 1.55 6.42  0.000
H: 0.41 3.59 5.95  0.000
H: -0.92 3.76 3.91  0.000
H: -2.93 2.99 3.06  -0.001
H: -2.50 0.20 3.94  0.000
H: -4.16 0.75 4.11  0.000
H: -2.83 1.65 4.84  0.000
H: -4.27 1.10 1.08  0.000
H: -4.32 2.87 1.16  0.000
H: -5.18 1.91 2.35  0.000
H: -2.43 3.27 0.26  0.000
H: -0.41 4.81 1.95  0.000
H: -2.16 4.77 2.26  0.000
H: -1.54 5.49 0.78  0.000
H: 0.60 3.43 0.09  0.000
H: -0.55 4.03 -1.11  0.001
H: -0.38 2.32 -0.85  0.002
C: -2.24 2.26 -3.45  0.000
C: -2.84 1.67 -2.20  0.000
O: -1.99 0.64 -1.60  0.003
H: -2.92 3.00 -3.87  0.000
H: -2.09 1.49 -4.22  0.000
H: -1.29 2.76 -3.25  0.000
H: -3.81 1.21 -2.40  0.000
H: -2.98 2.42 -1.43  0.000
H: -2.06 -0.16 -2.14  0.000
Br: 1.82 -2.66 -0.52  -0.001
C: 1.33 -1.77 -2.08  0.017
C: 1.67 -2.32 -3.30  -0.003
C: 1.38 -1.60 -4.44  0.016
C: 0.80 -0.35 -4.32  -0.002
C: 0.48 0.11 -3.06  0.016
N: 0.72 -0.60 -1.94  0.005
H: 2.17 -3.28 -3.34  0.000
H: 1.64 -2.00 -5.42  0.001
H: 0.58 0.27 -5.18  0.000
H: 0.04 1.08 -2.93  0.001